Below is a structure of composition C14H26N7PtS, with properties calculated with ωB97M-V with the def2-TZVPD basis set.

2S+1   5
Charge   +3
<S²>   6.027
Energy relative to the best compared isomer or geometry (same formula, charge and spin)   5.4 kcal per mole
HOMO-LUMO gap (spin up / spin down)   0.2907 / 0.2451 Ha
HOMO (spin up / spin down)   -17.6 / -18.8 eV

Positions of all 49 atoms, in Å:
Pt: -0.316 0.196 1.739
N: -0.700 0.101 3.932
C: -2.182 -0.089 4.076
C: -2.810 0.966 3.198
N: -2.303 0.787 1.786
C: -3.151 -0.091 0.966
C: -2.787 -1.548 1.078
N: -1.294 -1.718 0.926
H: -0.218 -0.597 4.473
H: -0.380 1.001 4.331
H: -2.484 0.053 5.143
H: -2.442 -1.044 3.674
H: -2.429 1.954 3.531
H: -3.915 1.006 3.173
H: -2.405 1.713 1.406
H: -2.915 0.203 -0.071
H: -4.243 0.139 1.083
H: -3.283 -2.024 0.200
H: -3.153 -1.988 1.970
H: -1.113 -1.624 -0.092
H: -1.064 -2.656 1.162
C: 0.370 1.062 -6.106
C: -0.460 0.305 -5.043
N: -0.850 1.270 -3.970
C: -0.518 1.196 -2.730
S: -0.872 2.371 -1.508
N: 0.200 0.144 -2.315
N: 0.739 0.322 -1.092
C: 1.867 -0.366 -0.906
C: 2.612 -0.971 -2.095
C: 2.504 -0.233 0.442
C: 3.870 -0.238 0.464
C: 4.508 -0.163 1.681
C: 3.765 -0.218 2.831
C: 2.401 -0.205 2.738
N: 1.754 -0.118 1.582
H: 0.821 0.369 -6.814
H: 1.193 1.590 -5.523
H: -0.220 1.824 -6.571
H: -0.017 -0.506 -4.556
H: -1.380 -0.025 -5.498
H: -1.240 2.149 -4.241
H: 3.227 -0.155 -2.541
H: 1.875 -1.301 -2.814
H: 3.276 -1.753 -1.719
H: 4.435 -0.230 -0.469
H: 5.578 -0.081 1.680
H: 4.312 -0.334 3.793
H: 1.837 -0.446 3.615



Below is an isolated molecule of C8H8N4S, with properties calculated with ωB97M-V with the def2-TZVPD basis set.

SMILES   CSc1nnnn1-c1ccccc1
2S+1   1
Energy relative to the best compared isomer or geometry (same formula, charge and spin)   87.1 kcal per mole
HOMO-LUMO gap   0.3321 Ha
HOMO   -9.4 eV

Positions of all 21 atoms, in Å:
C: -3.884 -0.954 -0.155
S: -2.105 -0.988 -0.021
C: -1.744 1.205 -0.160
N: -2.613 2.223 -0.108
N: -1.793 3.262 -0.025
N: -0.572 2.908 -0.050
N: -0.486 1.608 -0.175
C: 0.770 0.986 -0.143
C: 1.018 -0.374 -0.453
C: 2.282 -0.868 -0.541
C: 3.410 -0.044 -0.271
C: 3.179 1.242 0.213
C: 1.870 1.822 0.214
H: -3.978 -0.608 -1.186
H: -4.393 -0.234 0.513
H: -4.339 -1.905 -0.068
H: 0.273 -0.975 -0.835
H: 2.207 -1.923 -0.917
H: 4.494 -0.511 -0.380
H: 3.818 2.009 0.527
H: 1.718 2.831 0.342



Below is an isolated molecule of C4H9N, with properties calculated with ωB97M-V with the def2-TZVPD basis set.

SMILES   C[C@H]1C[C@H]1N
2S+1   1
Energy relative to the best compared isomer or geometry (same formula, charge and spin)   33.9 kcal per mole
HOMO-LUMO gap   0.3879 Ha
HOMO   -9.5 eV

Positions of all 14 atoms, in Å:
C: 1.243 -0.874 -0.120
C: 0.734 0.390 0.464
C: 0.106 1.254 -0.484
C: -0.726 0.407 0.407
N: -1.444 -0.696 -0.210
H: 1.182 -1.806 0.603
H: 2.306 -0.932 -0.612
H: 0.560 -1.178 -0.890
H: 1.218 0.907 1.291
H: 0.111 2.345 -0.263
H: 0.053 1.050 -1.538
H: -1.257 0.850 1.251
H: -1.763 -1.326 0.623
H: -2.321 -0.393 -0.522



Below is an isolated molecule of C7H8O, with properties calculated with ωB97M-V with the def2-TZVPD basis set.

SMILES   O=C1C=CCC12CC2
2S+1   1
Energy relative to the best compared isomer or geometry (same formula, charge and spin)   73.6 kcal per mole
HOMO-LUMO gap   0.3784 Ha
HOMO   -9.6 eV

Positions of all 16 atoms, in Å:
O: 0.408 2.483 -0.247
C: 0.636 1.280 0.020
C: 1.983 0.645 0.186
C: 1.942 -0.619 0.003
C: 0.508 -1.161 -0.262
C: -0.415 0.093 -0.004
C: -1.771 0.245 -0.689
C: -1.756 0.149 0.818
H: 3.023 1.132 0.698
H: 2.831 -1.288 -0.099
H: 0.259 -2.089 0.402
H: 0.507 -1.757 -1.290
H: -1.825 1.186 -1.186
H: -2.280 -0.611 -0.964
H: -1.731 1.070 1.353
H: -2.321 -0.760 1.262



Below is a structure of composition C3H6BrHfO3, with properties calculated with ωB97M-V with the def2-TZVPD basis set.

2S+1   1
Charge   +3
Energy relative to the best compared isomer or geometry (same formula, charge and spin)   83.6 kcal per mole
HOMO-LUMO gap   0.0792 Ha
HOMO   -19.3 eV

Positions of all 14 atoms, in Å:
Hf: 0.149 -5.964 -2.812
Br: -2.283 -2.729 -4.926
C: 1.955 1.518 1.195
O: 1.804 0.340 0.411
C: 0.570 -0.229 0.284
O: 0.501 -1.327 -0.322
O: -0.403 0.546 0.760
C: -1.776 0.532 0.349
H: 1.454 1.440 2.160
H: 1.453 2.379 0.755
H: 2.981 1.852 1.354
H: -2.267 1.472 0.599
H: -2.375 -0.181 0.917
H: -1.763 0.351 -0.725



Below is a structure of composition C49H48InN2P2S4, with properties calculated with ωB97M-V with the def2-TZVPD basis set.

2S+1   1
Charge   -1
HOMO-LUMO gap   0.2088 Ha
HOMO   -3.4 eV

Positions of all 106 atoms, in Å:
In: 0.349 -0.419 -1.317
S: -1.530 -1.603 -3.271
C: -2.690 -0.333 -3.497
C: -3.274 -0.154 -4.772
C: -4.221 0.815 -5.025
C: -4.669 1.651 -4.004
C: -4.133 1.491 -2.740
C: -3.144 0.540 -2.485
S: -2.476 0.503 -0.828
C: -1.789 2.206 -0.798
C: -0.911 2.494 0.385
C: -1.338 3.315 1.421
C: -0.420 3.697 2.387
C: 0.899 3.305 2.242
C: 1.248 2.493 1.167
C: 2.705 2.273 0.854
S: 3.174 0.605 0.303
C: 3.910 0.635 -1.340
C: 5.167 0.019 -1.344
C: 5.831 -0.282 -2.520
C: 5.235 0.031 -3.732
C: 4.013 0.683 -3.739
C: 3.325 1.013 -2.565
S: 1.742 1.873 -2.913
N: 0.341 2.048 0.305
H: -2.935 -0.811 -5.563
H: -4.619 0.928 -6.028
H: -5.420 2.407 -4.192
H: -4.477 2.120 -1.926
H: -2.624 2.904 -0.816
H: -1.185 2.331 -1.699
H: -2.360 3.672 1.453
H: -0.719 4.329 3.215
H: 1.652 3.627 2.952
H: 3.309 2.476 1.738
H: 2.990 2.957 0.052
H: 5.606 -0.244 -0.389
H: 6.806 -0.754 -2.489
H: 5.729 -0.207 -4.667
H: 3.548 0.961 -4.677
C: -1.296 -3.399 2.007
C: -0.383 -2.519 2.884
P: -0.652 -0.711 2.534
C: 0.520 -0.005 3.773
C: 0.150 0.915 4.753
C: 1.097 1.450 5.618
C: 2.429 1.078 5.515
C: 2.816 0.194 4.517
C: 1.872 -0.332 3.648
C: -2.268 -0.416 3.372
C: -2.910 0.785 3.066
C: -4.128 1.117 3.641
C: -4.738 0.239 4.526
C: -4.118 -0.964 4.829
C: -2.894 -1.289 4.259
P: -0.979 -3.044 0.203
C: -2.235 -4.167 -0.528
C: -3.573 -3.861 -0.277
C: -4.590 -4.608 -0.848
C: -4.288 -5.665 -1.695
C: -2.962 -5.954 -1.979
C: -1.942 -5.211 -1.400
C: 0.577 -3.986 -0.081
C: 1.158 -3.864 -1.349
C: 2.367 -4.475 -1.645
C: 3.024 -5.221 -0.676
C: 2.453 -5.365 0.579
C: 1.240 -4.753 0.873
H: -2.341 -3.140 2.181
H: -1.178 -4.462 2.228
H: 0.660 -2.724 2.637
H: -0.507 -2.714 3.951
H: -0.884 1.220 4.846
H: 0.790 2.161 6.376
H: 3.164 1.482 6.201
H: 3.858 -0.083 4.412
H: 2.195 -0.992 2.849
H: -2.444 1.462 2.359
H: -4.605 2.056 3.390
H: -5.697 0.486 4.966
H: -4.589 -1.656 5.518
H: -2.441 -2.236 4.519
H: -3.822 -3.006 0.343
H: -5.625 -4.353 -0.650
H: -5.083 -6.249 -2.143
H: -2.717 -6.754 -2.667
H: -0.914 -5.439 -1.648
H: 0.640 -3.302 -2.118
H: 2.800 -4.359 -2.631
H: 3.975 -5.689 -0.898
H: 2.950 -5.959 1.337
H: 0.823 -4.889 1.863
C: 1.462 5.552 -1.723
C: 2.169 4.434 -2.489
C: 3.680 4.502 -2.200
C: 1.966 4.678 -3.996
N: 1.572 3.191 -1.985
H: 1.877 6.534 -1.976
H: 1.562 5.390 -0.646
H: 0.397 5.543 -1.971
H: 4.140 5.371 -2.684
H: 4.166 3.599 -2.578
H: 3.868 4.577 -1.125
H: 2.300 5.683 -4.273
H: 0.908 4.573 -4.251
H: 2.530 3.949 -4.580



Below is an isolated molecule of C13H20N2O2, with properties calculated with ωB97M-V with the def2-TZVPD basis set.

SMILES   CCCCCCCC(=O)N/N=C/c1ccco1
2S+1   1
Energy relative to the best compared isomer or geometry (same formula, charge and spin)   41.2 kcal per mole
HOMO-LUMO gap   0.3132 Ha
HOMO   -8.2 eV

Positions of all 37 atoms, in Å:
C: -4.380 -3.204 0.068
C: -4.248 -1.809 0.667
C: -2.796 -1.337 0.776
C: -2.159 -0.986 -0.570
C: -2.677 0.327 -1.176
C: -1.648 1.456 -1.116
C: -1.362 1.911 0.320
C: -0.289 2.966 0.311
O: -0.472 4.161 0.362
N: 0.990 2.477 0.203
N: 1.271 1.171 0.169
C: 2.484 0.793 0.053
C: 2.829 -0.595 0.024
C: 2.066 -1.737 0.130
C: 2.962 -2.819 0.035
C: 4.201 -2.268 -0.120
O: 4.132 -0.932 -0.127
H: -5.422 -3.514 0.058
H: -3.814 -3.925 0.654
H: -4.012 -3.229 -0.954
H: -4.820 -1.102 0.063
H: -4.687 -1.815 1.668
H: -2.211 -2.128 1.252
H: -2.758 -0.463 1.429
H: -1.078 -0.906 -0.439
H: -2.333 -1.808 -1.265
H: -3.583 0.646 -0.660
H: -2.939 0.169 -2.224
H: -0.717 1.116 -1.574
H: -2.015 2.311 -1.688
H: -2.265 2.337 0.759
H: -1.018 1.065 0.911
H: 1.745 3.167 0.157
H: 3.318 1.499 -0.029
H: 1.005 -1.776 0.262
H: 2.723 -3.862 0.077
H: 5.171 -2.710 -0.231



Below is an isolated molecule of C12H15N, with properties calculated with ωB97M-V with the def2-TZVPD basis set.

SMILES   CC1=c2ccncc2=C(C)CCC1
2S+1   1
Energy relative to the best compared isomer or geometry (same formula, charge and spin)   129.0 kcal per mole
HOMO-LUMO gap (spin up / spin down)   0.2535 / 0.2649 Ha
HOMO (spin up / spin down)   -7.5 / -7.1 eV

Positions of all 28 atoms, in Å:
C: -0.172 -1.854 -1.498
C: -1.033 -0.652 -1.217
C: -0.298 0.587 -0.978
C: -0.697 1.885 -1.464
C: 0.109 2.968 -1.363
N: 1.463 2.701 -1.188
C: 1.847 1.545 -0.703
C: 0.878 0.607 -0.149
C: 0.907 -0.036 1.058
C: 2.106 0.060 1.942
C: -0.226 -0.971 1.515
C: -1.666 -0.711 1.058
C: -2.264 -0.969 -0.394
H: -0.642 -2.733 -2.010
H: 0.407 -2.108 -0.616
H: 0.596 -1.561 -2.341
H: -1.629 1.893 -2.048
H: 0.026 3.997 -1.700
H: 2.924 1.309 -0.723
H: 2.101 -0.893 2.499
H: 2.031 1.094 2.599
H: 3.010 0.258 1.406
H: -0.194 -0.886 2.734
H: 0.196 -2.109 1.427
H: -1.821 0.372 1.264
H: -2.310 -1.374 1.838
H: -2.509 -2.082 -0.481
H: -3.140 -0.337 -0.468



Below is a structure of composition C24H30FeN3S5, with properties calculated with ωB97M-V with the def2-TZVPD basis set.

2S+1   5
Charge   +1
<S²>   6.014
Energy relative to the best compared isomer or geometry (same formula, charge and spin)   2.1 kcal per mole
HOMO-LUMO gap (spin up / spin down)   0.2990 / 0.3005 Ha
HOMO (spin up / spin down)   -10.1 / -10.3 eV

Positions of all 63 atoms, in Å:
Fe: 0.136 0.042 0.126
C: -1.834 -0.715 3.202
C: -2.090 0.788 3.130
S: -1.704 1.603 1.559
C: -3.220 1.382 0.611
C: -3.504 -0.030 0.112
S: -2.150 -0.728 -0.873
C: -2.297 -2.471 -0.400
C: -1.066 -3.277 -0.799
S: 0.533 -2.677 -0.200
C: 0.656 -3.436 1.434
C: -0.290 -2.904 2.505
S: -0.155 -1.109 2.656
H: -2.544 -1.262 2.581
H: -1.967 -1.046 4.232
H: -1.480 1.303 3.873
H: -3.132 0.992 3.381
H: -3.127 2.074 -0.227
H: -4.068 1.718 1.210
H: -4.405 -0.027 -0.502
H: -3.681 -0.698 0.953
H: -3.173 -2.898 -0.890
H: -2.454 -2.514 0.677
H: -0.977 -3.326 -1.885
H: -1.188 -4.305 -0.450
H: 1.695 -3.278 1.727
H: 0.517 -4.512 1.322
H: -0.043 -3.373 3.458
H: -1.321 -3.167 2.267
S: 3.654 0.890 -2.541
C: 2.544 0.211 -3.685
C: 2.663 0.086 -5.069
C: 1.614 -0.478 -5.765
C: 0.459 -0.915 -5.102
C: 0.341 -0.794 -3.733
C: 1.399 -0.229 -3.019
N: 1.435 -0.039 -1.647
C: 2.542 0.538 -1.260
C: 2.815 0.951 0.137
C: 4.142 1.156 0.505
C: 4.413 1.629 1.778
C: 3.346 1.872 2.644
C: 2.041 1.595 2.258
C: 1.702 1.114 0.990
H: 3.552 0.424 -5.584
H: 1.686 -0.586 -6.839
H: -0.348 -1.353 -5.675
H: -0.555 -1.114 -3.217
H: 4.959 0.942 -0.174
H: 5.432 1.800 2.097
H: 3.544 2.256 3.637
H: 1.255 1.763 2.992
C: -1.912 4.672 -2.988
N: -1.197 3.422 -3.239
C: -1.295 2.759 -4.540
C: -0.777 2.712 -2.212
N: -0.402 2.107 -1.300
H: -1.721 5.351 -3.816
H: -1.531 5.123 -2.074
H: -2.989 4.513 -2.893
H: -1.550 3.515 -5.279
H: -2.068 1.987 -4.543
H: -0.338 2.314 -4.806



Below is an isolated molecule of C26H27Cl2N3O3S, with properties calculated with ωB97M-V with the def2-TZVPD basis set.

SMILES   COc1ccc(CN(C(=O)c2nsc(Cl)c2Cl)[C@H](C(=O)NC2CCCC2)c2ccc(C)cc2)cc1
2S+1   1
Energy relative to the best compared isomer or geometry (same formula, charge and spin)   4.2 kcal per mole
HOMO-LUMO gap   0.3200 Ha
HOMO   -8.7 eV

Positions of all 62 atoms, in Å:
C: 4.831 2.833 -4.406
O: 3.478 2.449 -4.369
C: 3.098 1.487 -3.488
C: 3.946 0.833 -2.602
C: 3.440 -0.131 -1.746
C: 2.096 -0.469 -1.754
C: 1.534 -1.472 -0.781
N: 0.783 -0.801 0.270
C: -0.552 -0.763 0.348
O: -1.173 -0.291 1.291
C: -1.346 -1.291 -0.809
N: -1.282 -2.529 -1.229
S: -2.362 -2.842 -2.409
C: -2.990 -1.231 -2.406
Cl: -4.228 -0.698 -3.436
C: -2.327 -0.492 -1.452
Cl: -2.608 1.158 -1.123
C: 1.592 -0.106 1.275
C: 1.755 -1.021 2.509
O: 2.824 -1.541 2.768
N: 0.626 -1.189 3.202
C: 0.490 -2.093 4.320
C: -0.495 -3.215 3.983
C: -1.868 -2.548 4.111
C: -1.693 -1.434 5.162
C: -0.194 -1.389 5.495
C: 1.060 1.279 1.571
C: 0.630 2.081 0.519
C: 0.158 3.357 0.754
C: 0.116 3.877 2.042
C: -0.425 5.251 2.293
C: 0.577 3.085 3.084
C: 1.046 1.804 2.854
C: 1.253 0.187 -2.648
C: 1.742 1.150 -3.503
H: 5.480 1.994 -4.678
H: 4.898 3.602 -5.175
H: 5.157 3.251 -3.448
H: 4.999 1.064 -2.565
H: 4.115 -0.633 -1.066
H: 0.878 -2.182 -1.284
H: 2.342 -2.032 -0.300
H: 2.592 0.007 0.840
H: -0.217 -0.739 2.861
H: 1.491 -2.458 4.559
H: -0.322 -3.626 2.990
H: -0.387 -4.017 4.715
H: -2.634 -3.265 4.402
H: -2.162 -2.117 3.154
H: -2.282 -1.634 6.057
H: -2.024 -0.478 4.757
H: 0.171 -0.372 5.625
H: 0.013 -1.945 6.410
H: 0.664 1.704 -0.494
H: -0.180 3.960 -0.077
H: -0.050 5.652 3.232
H: -1.514 5.216 2.350
H: -0.155 5.928 1.485
H: 0.569 3.474 4.092
H: 1.411 1.216 3.683
H: 0.202 -0.062 -2.673
H: 1.094 1.662 -4.197



Below is the ion C8H13ClNO2 with charge +1, with properties calculated with ωB97M-V with the def2-TZVPD basis set.

2S+1   1
Charge   +1
Energy relative to the best compared isomer or geometry (same formula, charge and spin)   67.1 kcal per mole
HOMO-LUMO gap   0.3189 Ha
HOMO   -12.2 eV

Positions of all 25 atoms, in Å:
C: -0.916 1.659 0.050
C: 1.722 -1.063 -0.978
C: 0.813 -0.605 1.091
C: -1.454 0.201 0.048
C: -0.493 -1.077 0.378
C: 2.393 -0.253 -2.103
C: 0.171 -1.569 -0.950
C: -2.740 1.444 2.033
N: 1.982 -0.588 0.392
O: 3.167 -0.249 0.834
O: -1.411 1.173 1.193
Cl: -1.830 2.913 -0.745
H: 0.033 2.079 0.055
H: 0.671 -0.622 2.163
H: -2.377 0.055 -0.389
H: -1.118 -1.789 0.955
H: 2.262 -0.721 -3.022
H: 3.464 -0.339 -1.761
H: 2.174 0.766 -2.154
H: -0.332 -1.150 -1.811
H: 0.396 -2.662 -1.036
H: 2.244 -2.034 -0.909
H: -2.233 1.791 2.949
H: -3.223 0.529 2.209
H: -3.366 2.112 1.509



Below is a structure of composition C2H2FLiOSm, with properties calculated with ωB97M-V with the def2-TZVPD basis set.

2S+1   7
Charge   +2
<S²>   12.007
Energy relative to the best compared isomer or geometry (same formula, charge and spin)   0.0 kcal per mole
HOMO-LUMO gap (spin up / spin down)   0.3002 / 0.3070 Ha
HOMO (spin up / spin down)   -17.1 / -17.1 eV

Positions of all 8 atoms, in Å:
H: 0.479 -0.543 -1.513
C: -0.610 0.993 -0.395
C: 0.391 0.136 -0.571
O: 0.515 -0.953 0.214
Li: 2.463 -1.154 0.437
Sm: -0.984 -1.137 1.940
F: -1.518 0.651 0.641
H: -0.737 2.007 -0.753



Below is an isolated molecule of C5H4N6, with properties calculated with ωB97M-V with the def2-TZVPD basis set.

SMILES   c1cnc(-c2nn[nH]n2)cn1
2S+1   1
Energy relative to the best compared isomer or geometry (same formula, charge and spin)   45.3 kcal per mole
HOMO-LUMO gap   0.3403 Ha
HOMO   -9.7 eV

Positions of all 15 atoms, in Å:
C: 1.664 1.918 1.411
C: 2.025 1.246 0.254
N: 1.337 0.411 -0.455
C: -0.001 0.295 -0.095
C: -0.866 -0.784 -0.583
N: -2.123 -0.942 -0.239
N: -2.655 -1.964 -0.931
N: -1.547 -2.286 -1.781
N: -0.422 -1.697 -1.478
C: -0.282 0.887 1.097
N: 0.351 1.873 1.829
H: 2.188 2.646 1.864
H: 3.112 1.144 0.029
H: -1.525 -3.369 -2.324
H: -1.257 0.623 1.402



| no. | DFT total energy (eV) |
| --- | --- |
| 1 | -39422.3303 |
| 2 | -25217.3412 |
| 3 | -5782.3425 |
| 4 | -9433.0523 |
| 5 | -80652.9761 |
| 6 | -121666.4212 |
| 7 | -20879.6759 |
| 8 | -14172.5570 |
| 9 | -118403.9539 |
| 10 | -73894.0883 |
| 11 | -26600.6233 |
| 12 | -24962.2891 |
| 13 | -14186.6834 |